# 1
The following is a quantum chemistry calculation of a 2-piece molecular cluster, C5H5Cl overall in a non-equilibrium geometry, from the OMol25 dataset.

Last column: Löwdin charge in e.
CARTESIAN COORDINATES (ANGSTROEM)
C (2.5309, 1.4882, -0.2157)  -0.046
C (1.7075, 0.6337, 0.0548)  0.004
C (-0.7669, -1.3740, 0.1231)  -0.091
C (-0.2938, -0.0743, 0.7716)  -0.070
C (-1.1576, -0.0380, -0.3483)  -0.727
Cl (-2.8217, 0.6405, -0.1216)  0.562
H (3.4304, 1.7688, -0.5868)  -0.037
H (-0.0013, -1.5862, -0.6364)  0.118
H (-1.2261, -2.1745, 0.5800)  0.088
H (-0.5409, 0.2995, 1.7061)  0.082
H (-0.8604, 0.4162, -1.3268)  0.117

The calculation puts the relative energy (zero: lowest compared OMol25 entry of this formula, charge and spin) at 139.8 kcal/mol. The HOMO energy is -0.37106 hartree. For the HOMO-LUMO gap, the calculation gives 9.40 eV.

# 2
The following is a quantum chemistry calculation of C5H5Cl in the gas phase in a non-equilibrium geometry, from the OMol25 dataset.

Last column: Löwdin charge in e.
CARTESIAN COORDINATES (ANGSTROEM)
Cl (-0.7148, -2.8182, -0.8273)  0.601
C (0.9999, -0.6744, -0.4477)  -0.114
C (-0.2991, -1.1742, -0.2862)  -0.676
C (1.1010, 0.6769, 0.1245)  -0.042
C (-1.1047, -0.1507, 0.1658)  -0.122
C (-0.3109, 0.9777, 0.5526)  -0.257
H (1.8137, -1.2436, -1.0037)  0.117
H (1.7667, 1.5329, -0.1488)  0.103
H (-2.2009, -0.1455, 0.2218)  0.118
H (-0.4528, 1.1389, 1.6369)  0.141
H (-0.5981, 1.8801, 0.0120)  0.130

The calculation puts the relative energy (zero: lowest compared OMol25 entry of this formula, charge and spin) at 22.8 kcal/mol. The HOMO energy is -0.30904 hartree. For the HOMO-LUMO gap, the calculation gives 8.98 eV. The structure (SMILES) is ClC1=CCC=C1.

# 3
The following is a quantum chemistry calculation of C5H5Cl2NO5RhSm as an isolated structure in a non-equilibrium geometry, from the OMol25 dataset.

Last column: Löwdin spin population.
CARTESIAN COORDINATES (ANGSTROEM)
Rh (-0.5818, -0.4634, -2.9691)  1.019
Sm (-0.0694, -0.2648, 0.0038)  5.944
Cl (-1.3525, -1.9886, -1.2257)  0.048
Cl (-1.2153, 1.5431, -1.6600)  0.837
C (1.0801, 1.5742, 0.7920)  0.032
C (-0.0917, -1.9554, -3.9098)  0.028
C (-0.0113, 0.6323, -4.3270)  0.031
O (1.6655, 2.4745, 1.2286)  0.042
O (0.2106, -2.9075, -4.5181)  0.017
O (0.3423, 1.3236, -5.2010)  -0.001
N (0.7852, -0.6997, 3.2832)  0.012
C (-0.4807, 0.1153, 3.4763)  0.055
C (-1.6679, -0.5838, 2.7805)  0.069
O (-2.5986, -0.9918, 3.5234)  0.844
O (-1.5445, -0.6739, 1.4939)  0.010
H (0.6758, -1.6240, 3.7053)  0.000
H (1.5733, -0.2397, 3.7409)  0.002
H (1.0403, -0.8260, 2.2888)  0.003
H (-0.6336, 0.1632, 4.5376)  0.000
H (-0.2956, 1.1104, 3.0806)  0.006

Its charge is +4. As for the spin multiplicity: 10. The expectation value of S² is 24.77. The calculation puts the relative energy (zero: lowest compared OMol25 entry of this formula, charge and spin) at 72.3 kcal/mol. The HOMO energy (spin up / spin down) is -0.84065 / -0.95269 hartree. For the HOMO-LUMO gap (spin up / spin down), the calculation gives 6.72 / 5.15 eV.

# 4
The following is a quantum chemistry calculation of C5H5ClN2S in the gas phase in a non-equilibrium geometry, from the OMol25 dataset.

Last column: Löwdin spin population.
CARTESIAN COORDINATES (ANGSTROEM)
C (1.2732, -0.2967, 0.0291)  -0.014
C (0.7409, -1.5789, -0.0522)  0.240
C (0.4436, 0.8267, 0.0647)  0.278
C (-0.9945, 0.6998, -0.0823)  0.108
C (-1.4303, -0.7463, -0.0778)  0.400
N (-0.6058, -1.7963, 0.1114)  0.255
N (1.0069, 2.0735, -0.1056)  0.153
S (-1.8840, 2.0817, -0.0147)  0.460
Cl (-3.1064, -1.1255, -0.0921)  0.082
H (2.3487, 0.0008, -0.0230)  -0.004
H (1.2190, -2.5240, -0.1862)  0.015
H (-1.1289, -2.6395, 0.2733)  0.009
H (1.7862, 2.1811, 0.4582)  0.010
H (0.3314, 2.8437, -0.3029)  0.008

As for the spin multiplicity: 3. The expectation value of S² is 2.05. The calculation puts the relative energy (zero: lowest compared OMol25 entry of this formula, charge and spin) at 0.0 kcal/mol. The HOMO energy (spin up / spin down) is -0.20103 / -0.32003 hartree. For the HOMO-LUMO gap (spin up / spin down), the calculation gives 6.16 / 6.98 eV.

# 5
The following is a quantum chemistry calculation of C5H5ClS2 in the gas phase in a non-equilibrium geometry, from the OMol25 dataset.

Last column: Löwdin charge in e.
CARTESIAN COORDINATES (ANGSTROEM)
C (0.2542, -0.2032, 0.6196)  -0.772
C (0.7485, -1.0115, -0.4437)  -0.292
C (1.7026, -0.6166, -1.2475)  0.032
C (-1.2318, 0.1350, 0.4566)  -0.836
C (-1.5699, 1.5085, 0.4138)  -0.656
H (0.7638, 0.7275, 0.7304)  0.036
H (0.2169, -1.9919, -0.4825)  0.102
H (2.2413, 0.3392, -1.2463)  0.076
H (2.0211, -1.2531, -2.1299)  0.084
H (-2.6460, 1.6811, 0.1896)  0.056
S (-2.2808, -1.1211, 0.2433)  0.817
S (-0.6599, 2.8690, 0.6789)  0.750
Cl (0.4401, -1.0629, 2.2174)  0.603

The calculation puts the relative energy (zero: lowest compared OMol25 entry of this formula, charge and spin) at 30.7 kcal/mol. The HOMO energy is -0.34713 hartree. For the HOMO-LUMO gap, the calculation gives 6.83 eV. The structure (SMILES) is C=C[C@H](Cl)C(=S)C=S.

# 6
The following is a quantum chemistry calculation of C5H5CsO3 as an isolated structure in a non-equilibrium geometry, from the OMol25 dataset.

Last column: Löwdin charge in e.
CARTESIAN COORDINATES (ANGSTROEM)
O (1.6101, 1.4592, 0.8064)  -0.308
C (1.6076, 0.2119, 0.5495)  -0.532
O (1.5417, -0.1413, -0.9034)  -0.237
Cs (0.4527, 2.7625, -1.4543)  1.061
H (2.4201, -0.4036, 0.9934)  0.132
O (-3.3198, 1.0370, 0.2658)  0.036
C (-2.0483, 0.7036, 0.3739)  -0.188
C (-1.0820, -0.0404, 0.5420)  -0.019
C (0.1378, -0.7891, 0.6362)  -0.201
C (0.6908, -1.2910, -0.6961)  -0.197
H (-3.4757, 1.5941, -0.5062)  0.106
H (0.1847, -1.4673, 1.4973)  0.126
H (1.2993, -2.2015, -0.5833)  0.110
H (-0.0190, -1.4341, -1.5211)  0.111

The HOMO energy is -0.25492 hartree. For the HOMO-LUMO gap, the calculation gives 6.29 eV.

# 7
The following is a quantum chemistry calculation of C5H5F in the gas phase in a non-equilibrium geometry, from the OMol25 dataset.

Last column: Löwdin charge in e.
CARTESIAN COORDINATES (ANGSTROEM)
C (-0.3184, 0.0265, -1.0900)  -0.360
C (0.9041, -0.5578, -0.4667)  -0.061
C (1.0000, -0.2758, 0.8288)  -0.073
C (-0.2882, 0.3325, 1.2574)  -0.066
C (-0.9647, 0.6197, 0.1352)  -0.051
H (-0.9397, -0.8201, -1.4302)  0.161
H (1.5456, -1.1962, -1.0967)  0.118
H (1.7727, -0.5399, 1.5540)  0.104
H (-0.5384, 0.5749, 2.2911)  0.105
H (-1.9986, 0.9475, 0.1506)  0.105
F (-0.1745, 0.8887, -2.1336)  0.018

The calculation puts the relative energy (zero: lowest compared OMol25 entry of this formula, charge and spin) at 10.3 kcal/mol. The HOMO energy is -0.32849 hartree. For the HOMO-LUMO gap, the calculation gives 9.44 eV. The structure (SMILES) is FC1C=CC=C1.

# 8
The following is a quantum chemistry calculation of C5H5F in the gas phase in a non-equilibrium geometry, from the OMol25 dataset.

Last column: Löwdin charge in e.
CARTESIAN COORDINATES (ANGSTROEM)
C (-0.8329, 0.2745, 0.1099)  -0.381
C (-1.9087, -0.1940, -0.5282)  0.086
C (0.3263, -0.5085, 0.7049)  -0.133
C (1.5515, -0.0083, 0.0807)  -0.120
C (2.5534, 0.4758, -0.4420)  0.117
H (-1.9861, -1.1754, -0.8038)  0.025
H (-2.7554, 0.4277, -0.8964)  0.085
H (0.1872, -0.2586, 1.7095)  0.106
H (0.1417, -1.5466, 0.5712)  0.113
H (3.4562, 0.9331, -0.8480)  0.036
F (-0.7332, 1.5801, 0.3422)  0.068

The calculation puts the relative energy (zero: lowest compared OMol25 entry of this formula, charge and spin) at 39.3 kcal/mol. The HOMO energy is -0.35824 hartree. For the HOMO-LUMO gap, the calculation gives 10.76 eV. The structure (SMILES) is C#CCC(=C)F.

# 9
The following is a quantum chemistry calculation of C5H5F as an isolated structure in a non-equilibrium geometry, from the OMol25 dataset.

Last column: Löwdin charge in e.
CARTESIAN COORDINATES (ANGSTROEM)
C (-0.6920, 0.5504, 0.4552)  -0.127
C (-1.5556, -0.0562, 1.1989)  0.012
C (1.5379, -0.4723, -0.5460)  0.084
C (0.2427, 0.9075, -0.3492)  -0.150
C (1.7911, 0.8644, -0.3506)  -0.279
F (2.3172, 1.6630, -1.3061)  0.014
H (-2.0591, 0.4548, 1.9982)  0.054
H (-2.0042, -0.9633, 1.0147)  0.030
H (1.3957, -1.0761, 0.3340)  0.094
H (1.9665, -1.0005, -1.4595)  0.119
H (-0.1407, 1.4719, -1.2342)  0.150

The calculation puts the relative energy (zero: lowest compared OMol25 entry of this formula, charge and spin) at 107.0 kcal/mol. The HOMO energy (spin up / spin down) is -0.28977 / -0.28971 hartree. For the HOMO-LUMO gap (spin up / spin down), the calculation gives 7.95 / 7.95 eV.

# 10
The following is a quantum chemistry calculation of a 2-piece molecular cluster, C5H5F2IN2 overall in a non-equilibrium geometry, from the OMol25 dataset.

Last column: Löwdin charge in e.
CARTESIAN COORDINATES (ANGSTROEM)
C (0.6462, -1.3467, -1.1539)  -0.030
C (1.8762, -0.5715, -1.3246)  -0.146
C (-0.0919, -0.4405, -0.3782)  -0.039
C (0.5686, 1.6373, 0.9657)  0.008
C (-2.2099, -0.7799, 0.5937)  -0.771
N (1.9033, 0.4953, -0.5461)  0.047
N (0.6612, 0.6135, -0.0669)  -0.228
F (-2.0820, -0.7330, 1.9161)  0.013
F (-2.6231, -2.0071, 0.1394)  -0.037
I (-3.5426, 0.7128, -0.2031)  0.827
H (0.3066, -2.0916, -1.7381)  0.042
H (2.8062, -0.9005, -1.7090)  0.084
H (1.5310, 2.0564, 0.9566)  0.068
H (-0.1523, 2.2656, 0.6161)  0.048
H (0.4026, 1.0898, 1.9324)  0.115

The calculation puts the relative energy (zero: lowest compared OMol25 entry of this formula, charge and spin) at 0.0 kcal/mol. The HOMO energy is -0.34422 hartree. For the HOMO-LUMO gap, the calculation gives 8.41 eV.

# 11
The following is a quantum chemistry calculation of C5H5F2OP in the gas phase in a non-equilibrium geometry, from the OMol25 dataset.

Last column: Löwdin charge in e.
CARTESIAN COORDINATES (ANGSTROEM)
C (-0.6952, 1.3557, -0.1336)  0.046
C (0.9368, -2.3474, 1.3110)  -0.383
C (0.4068, 1.3453, -0.9001)  -0.079
C (1.0017, 0.0122, -1.0407)  -0.439
C (2.2376, -0.3410, -0.2987)  -0.639
O (0.4113, -0.8685, -1.6186)  0.115
F (2.8584, -1.2970, -0.9503)  0.097
F (3.1040, 0.7071, -0.0891)  0.012
P (1.7009, -0.9245, 1.6168)  0.976
H (-1.2833, 2.1822, 0.1757)  0.047
H (-0.9906, 0.3992, 0.4304)  0.092
H (0.5082, -3.1207, 2.0029)  0.014
H (0.4063, -2.6281, 0.3508)  0.032
H (0.8019, 2.2447, -1.3415)  0.111

The calculation puts the relative energy (zero: lowest compared OMol25 entry of this formula, charge and spin) at 0.0 kcal/mol. The HOMO energy is -0.35234 hartree. For the HOMO-LUMO gap, the calculation gives 9.18 eV. The structure (SMILES) is C=CC(=O)C(F)(F)P=C.

# 12
The following is a quantum chemistry calculation of C5H5FFeO4 as an isolated structure in a non-equilibrium geometry, from the OMol25 dataset.

Last column: Löwdin spin population.
CARTESIAN COORDINATES (ANGSTROEM)
C (0.9457, -0.8599, -0.4235)  0.043
C (0.6144, -2.3480, -0.5258)  0.167
O (0.6005, -2.8254, 0.7935)  0.132
C (0.8175, -1.8192, 1.6555)  -0.001
O (0.9196, -0.6570, 1.0098)  0.051
O (0.7902, -1.9424, 2.8454)  0.119
O (0.2392, 0.0283, -1.0448)  0.488
F (2.2917, -0.6810, -0.7665)  0.044
H (1.2891, -2.9327, -1.1554)  0.019
Fe (-0.8879, 0.2631, -2.3817)  4.028
H (-0.5001, -2.5308, -1.2831)  0.050
C (-3.0171, -1.4038, -2.5871)  0.184
C (-1.7700, -1.8436, -2.7274)  0.584
H (-3.4276, -1.1138, -1.6133)  0.020
H (-3.6522, -1.2316, -3.4671)  0.032
H (-1.2951, -2.2256, -3.6384)  0.041

Its charge is +2. As for the spin multiplicity: 7. The expectation value of S² is 12.03. The calculation puts the relative energy (zero: lowest compared OMol25 entry of this formula, charge and spin) at 131.4 kcal/mol. The HOMO energy (spin up / spin down) is -0.69159 / -0.67988 hartree. For the HOMO-LUMO gap (spin up / spin down), the calculation gives 7.45 / 3.96 eV.

Repeat the twelfth record exactly.
The following is a quantum chemistry calculation of C5H5FFeO4 as an isolated structure in a non-equilibrium geometry, from the OMol25 dataset.

Last column: Löwdin spin population.
CARTESIAN COORDINATES (ANGSTROEM)
C (0.9457, -0.8599, -0.4235)  0.043
C (0.6144, -2.3480, -0.5258)  0.167
O (0.6005, -2.8254, 0.7935)  0.132
C (0.8175, -1.8192, 1.6555)  -0.001
O (0.9196, -0.6570, 1.0098)  0.051
O (0.7902, -1.9424, 2.8454)  0.119
O (0.2392, 0.0283, -1.0448)  0.488
F (2.2917, -0.6810, -0.7665)  0.044
H (1.2891, -2.9327, -1.1554)  0.019
Fe (-0.8879, 0.2631, -2.3817)  4.028
H (-0.5001, -2.5308, -1.2831)  0.050
C (-3.0171, -1.4038, -2.5871)  0.184
C (-1.7700, -1.8436, -2.7274)  0.584
H (-3.4276, -1.1138, -1.6133)  0.020
H (-3.6522, -1.2316, -3.4671)  0.032
H (-1.2951, -2.2256, -3.6384)  0.041

Its charge is +2. As for the spin multiplicity: 7. The expectation value of S² is 12.03. The calculation puts the relative energy (zero: lowest compared OMol25 entry of this formula, charge and spin) at 131.4 kcal/mol. The HOMO energy (spin up / spin down) is -0.69159 / -0.67988 hartree. For the HOMO-LUMO gap (spin up / spin down), the calculation gives 7.45 / 3.96 eV.